Entry from the Open Molecules 2025 dataset: C5H9NO in the gas phase in a non-equilibrium geometry (the ωB97M-V functional and the def2-TZVPD basis).

Its SMILES is C=CC[C@@H](N)C=O. Its multiplicity is 1. As for the net charge: 0. Its energy above the lowest of the compared OMol25 structures with the same formula, charge and spin is 325.1 kJ/mol. For the HOMO energy, the calculation gives -8.814 eV. The HOMO-LUMO gap is 9.39 eV.

Each atom is followed by the atoms it is bonded to, with distances in Å.
Cartesian coordinates (Å):
1 C -0.93027 2.54599 0.13996  C2 1.300, H8 1.147, H9 1.045
2 C -0.74694 1.30257 0.47251  C1 1.300, C3 1.528, H10 1.070
3 C 0.41987 0.55661 -0.17251  C2 1.528, C4 1.610, H11 1.178, H12 1.035
4 C 0.01036 -0.99484 -0.30082  C3 1.610, N5 1.435, C6 1.469, H13 1.141
5 N 0.96380 -1.55818 -1.21359  C4 1.435, H14 1.065, H15 0.994
6 C 0.06417 -1.67821 0.99821  C4 1.469, O7 1.225, H16 1.188
7 O -0.36384 -2.81219 1.17323  C6 1.225
8 H -1.67054 3.06221 0.84799  C1 1.147
9 H -0.40602 3.16683 -0.51788  C1 1.045
10 H -1.30984 0.94639 1.30939  C2 1.070
11 H 0.68139 0.89747 -1.26907  C3 1.178
12 H 1.25389 0.53713 0.44011  C3 1.035
13 H -0.98505 -0.85103 -0.84014  C4 1.141
14 H 0.64402 -1.83105 -2.19160  N5 1.065
15 H 1.75003 -2.03295 -0.83289  N5 0.994
16 H 0.62495 -1.25675 1.95710  C6 1.188